1.
Molecular formula: C26H58B2BrN5O12PS2
Method: DFT, ωB97M-V/def2-TZVPD

Results
Calculated total energy ... -162272.367 eV
Lowest unoccupied orbital energy ... 2.07 eV

```
! RIJCOSX wB97M-V def2-TZVPD def2/J DEFGRID3
* xyz -1 1
C 2.271 -4.746 3.026
C 1.411 -3.630 2.218
O 0.969 -2.545 3.098
B -0.434 -2.799 3.341
O -0.732 -3.684 4.481
P -1.915 -2.012 2.305
C -2.054 -0.841 3.817
C -3.038 0.411 3.646
S -2.317 1.808 4.711
C -0.719 2.158 3.821
N 0.520 1.561 4.221
N 1.491 1.973 3.366
C 0.866 2.832 2.420
O -0.531 2.976 2.683
C -0.804 -0.910 1.218
C -1.466 -0.387 -0.142
C -2.196 1.056 -0.003
Br 0.108 -0.014 -1.379
O -2.884 -3.132 3.291
C -4.305 -3.187 2.955
C -4.606 -4.749 3.166
N -4.427 -5.240 4.553
N -4.909 -2.391 4.081
C -6.187 -2.612 4.188
S -7.831 -2.288 4.106
C -4.355 -2.567 1.450
C -5.693 -1.722 1.046
B -4.270 -3.609 0.190
N -3.323 -3.430 -0.968
O -5.146 -4.773 0.069
O -3.377 -1.474 1.481
H 3.360 -4.389 3.108
H 1.871 -4.858 4.088
H 2.266 -5.742 2.460
H 2.035 -3.246 1.338
H 0.512 -4.194 1.759
H -0.703 -4.621 4.201
H -1.602 -3.042 1.325
H -2.471 -1.474 4.685
H -0.984 -0.567 4.133
H -4.063 0.126 4.082
H -3.096 0.847 2.600
H 1.385 3.332 1.539
H 0.187 -1.411 0.903
H -0.473 -0.005 1.862
H -2.085 -1.152 -0.708
H -3.323 0.894 0.188
H -2.026 1.719 -0.920
H -1.777 1.567 0.924
H -5.680 -4.992 2.821
H -3.917 -5.394 2.503
H -5.240 -5.058 5.150
H -3.568 -4.888 4.992
H -6.041 -1.057 1.909
H -6.555 -2.454 0.832
H -5.487 -1.079 0.115
H -2.347 -3.549 -0.664
H -3.522 -4.123 -1.701
H -5.885 -4.701 0.708
C 1.002 3.161 -2.092
O -0.095 4.065 -2.109
C 0.246 5.342 -1.579
C 0.454 6.365 -2.690
O 1.617 6.064 -3.460
C 1.298 5.466 -4.708
H 0.728 2.281 -2.671
H 1.899 3.605 -2.535
H 1.211 2.851 -1.063
H 1.131 5.276 -0.937
H -0.596 5.665 -0.959
H 0.617 7.348 -2.237
H -0.432 6.432 -3.330
H 0.859 6.213 -5.377
H 0.609 4.626 -4.589
H 2.223 5.096 -5.155
C 1.146 -3.049 -1.963
O 0.815 -4.414 -1.726
C 0.018 -4.968 -2.769
C 0.850 -5.854 -3.690
O 1.790 -5.085 -4.438
C 3.107 -5.189 -3.919
H 1.898 -2.747 -1.233
H 1.555 -2.900 -2.967
H 0.258 -2.424 -1.830
H -0.487 -4.179 -3.336
H -0.750 -5.583 -2.290
H 0.182 -6.332 -4.414
H 1.353 -6.643 -3.122
H 3.514 -6.183 -4.133
H 3.132 -5.004 -2.842
H 3.729 -4.442 -4.414
C 5.648 8.296 -1.148
O 5.321 6.935 -0.914
C 4.526 6.380 -1.963
C 5.361 5.498 -2.883
O 6.302 6.270 -3.628
C 7.618 6.168 -3.105
H 6.398 8.598 -0.415
H 6.059 8.447 -2.150
H 4.757 8.920 -1.015
H 4.020 7.169 -2.530
H 3.758 5.763 -1.487
H 4.696 5.020 -3.608
H 5.864 4.708 -2.316
H 8.027 5.176 -3.321
H 7.641 6.350 -2.028
H 8.240 6.917 -3.598
*
```

2.
Molecular formula: C26H58BN2O18S6
Method: DFT, ωB97M-V/def2-TZVPD

Results
Calculated total energy ... -133421.549 eV
Lowest unoccupied orbital energy (alpha / beta) ... -1.23 / -5.98 eV

```
! RIJCOSX wB97M-V def2-TZVPD def2/J DEFGRID3
* xyz 0 2
O 0.117 2.427 2.547
C 0.737 1.446 2.162
O 0.472 0.832 1.007
B 1.356 -0.331 0.879
O 2.104 -0.437 2.116
C 1.738 0.617 2.949
O 2.112 0.852 4.057
O 2.258 -0.293 -0.290
C 1.999 -1.198 -1.129
O 2.565 -1.330 -2.227
C 1.000 -2.129 -0.466
O 0.638 -1.580 0.635
O 0.639 -3.235 -0.876
C 2.641 4.241 1.373
S 3.291 5.810 0.728
O 4.770 5.561 0.424
C 2.462 5.883 -0.874
H 3.235 3.801 2.174
H 2.466 3.536 0.560
H 1.650 4.447 1.778
H 2.827 6.610 -1.599
H 1.403 6.121 -0.773
H 2.336 4.914 -1.356
C -3.614 2.722 1.581
S -4.390 1.552 2.856
O -5.833 1.539 2.376
C -3.540 0.012 2.267
H -3.851 2.363 0.579
H -2.541 2.894 1.667
H -4.073 3.702 1.713
H -3.828 -0.353 1.281
H -3.880 -0.816 2.889
H -2.453 0.077 2.216
C 3.772 -3.409 2.735
S 5.086 -4.229 1.759
O 4.546 -5.678 1.674
C 4.588 -3.404 0.116
H 2.731 -3.491 2.420
H 3.920 -2.330 2.782
H 3.787 -3.783 3.758
H 5.062 -2.425 0.035
H 3.508 -3.384 -0.028
H 5.058 -3.911 -0.727
C 2.576 -1.127 -5.716
S 0.944 -0.455 -6.339
O 1.158 1.070 -6.356
C 0.068 -0.792 -4.773
H 3.265 -1.025 -6.554
H 2.566 -2.210 -5.591
H 3.011 -0.692 -4.816
H -0.943 -0.396 -4.861
H 0.518 -0.231 -3.954
H 0.048 -1.857 -4.543
C 2.455 2.436 -3.527
S 4.131 1.899 -3.112
O 4.976 2.862 -3.933
C 4.178 2.568 -1.356
H 1.786 1.944 -2.821
H 2.241 2.105 -4.543
H 2.433 3.524 -3.472
H 3.951 3.632 -1.424
H 5.182 2.442 -0.951
H 3.391 2.062 -0.798
C -2.703 -3.030 0.671
S -3.291 -4.249 1.928
O -4.038 -3.480 2.971
C -4.613 -5.141 0.993
H -2.076 -2.364 1.263
H -3.535 -2.444 0.279
H -2.105 -3.604 -0.037
H -5.118 -5.817 1.683
H -4.193 -5.623 0.110
H -5.333 -4.454 0.550
C -0.815 2.728 -1.098
O -0.314 3.816 -0.904
N -1.326 2.262 -2.237
C -1.844 0.895 -2.250
C -1.285 3.051 -3.397
H -0.887 1.945 -0.328
H -1.274 0.193 -2.858
H -2.879 0.719 -2.543
H -1.779 0.426 -1.268
H -0.712 2.670 -4.243
H -2.301 3.154 -3.780
H -0.924 4.072 -3.270
C -2.844 -4.045 -5.126
O -2.881 -4.773 -6.128
N -1.832 -4.064 -4.254
C -2.072 -3.386 -2.966
C -0.708 -4.913 -4.479
H -3.656 -3.364 -4.827
H -2.495 -4.117 -2.277
H -2.757 -2.538 -2.943
H -1.128 -2.954 -2.634
H -0.833 -5.931 -4.108
H -0.463 -4.990 -5.538
H 0.189 -4.602 -3.944
O -1.877 0.148 8.100
C -1.810 1.376 8.136
O -1.344 2.211 7.161
C -0.706 1.584 6.038
C -1.731 1.206 4.954
C -2.132 2.113 9.388
H -0.093 0.738 6.350
H 0.076 2.174 5.559
H -2.064 2.093 4.416
H -2.620 0.710 5.344
H -1.176 0.649 4.199
H -1.444 1.757 10.156
H -3.186 2.065 9.661
H -1.878 3.159 9.220
*
```

3.
Molecular formula: C26H58BO12Pt2S5
Method: DFT, ωB97M-V/def2-TZVPD

Results
Calculated total energy ... -113801.735 eV
Lowest unoccupied orbital energy (alpha / beta) ... -2.67 / -4.37 eV

```
! RIJCOSX wB97M-V def2-TZVPD def2/J DEFGRID3
* xyz 1 5
Pt -1.179 2.402 1.464
Pt -3.160 -0.121 0.356
B -2.204 2.587 3.561
H -2.888 2.471 4.473
H -2.832 2.601 2.601
H -1.585 3.562 3.586
H -1.551 1.628 3.447
C 1.163 -0.071 0.113
C 0.108 -0.807 0.920
C 0.662 -1.073 2.318
O -0.987 0.088 1.061
H 1.979 -0.805 -0.012
H 1.739 0.625 0.728
H 0.999 0.346 -0.876
H -0.244 -1.740 0.465
H 0.397 -0.349 3.088
H 1.753 -1.134 2.317
H 0.244 -2.013 2.692
C -4.300 3.942 -0.207
C -3.557 2.834 -0.902
C -2.774 3.358 -2.120
O -2.802 2.023 -0.048
H -4.940 4.391 -0.967
H -3.573 4.616 0.248
H -4.958 3.536 0.561
H -4.218 2.130 -1.432
H -2.328 2.514 -2.645
H -2.021 4.075 -1.773
H -3.397 3.928 -2.810
C -0.636 -0.249 -4.883
C 0.350 -0.690 -3.774
C -0.372 -1.799 -3.026
S -2.106 -1.178 -2.881
O -2.095 -0.283 -1.710
O -3.134 -2.185 -3.004
C -2.070 -0.096 -4.335
H -0.518 -1.050 -5.615
H -0.183 0.599 -5.399
H 0.690 0.147 -3.161
H 1.270 -0.962 -4.296
H -0.009 -1.986 -2.016
H -0.363 -2.735 -3.585
H -2.395 0.895 -4.029
H -2.799 -0.460 -5.057
C 1.501 3.154 6.241
C 1.482 1.776 5.612
C 2.267 1.860 4.282
S 1.799 3.460 3.594
O 0.709 3.152 2.660
O 2.946 4.174 3.086
C 1.158 4.219 5.167
H 2.464 3.365 6.719
H 0.893 3.231 7.144
H 0.427 1.580 5.396
H 1.879 0.910 6.137
H 2.038 1.060 3.585
H 3.353 1.887 4.382
H 0.072 4.231 5.075
H 1.573 5.219 5.241
C 1.973 3.261 -3.392
C 3.027 3.822 -2.411
C 2.693 3.233 -1.038
S 0.931 3.784 -0.970
O 0.904 5.160 -0.585
O 0.278 2.798 -0.107
C 0.598 3.695 -2.841
H 1.944 2.234 -3.747
H 2.187 3.889 -4.260
H 2.992 4.910 -2.464
H 4.054 3.574 -2.682
H 3.245 3.574 -0.165
H 2.764 2.147 -1.085
H 0.416 4.720 -3.150
H -0.232 2.997 -2.882
C 3.032 -2.842 -1.551
C 2.896 -3.909 -0.370
C 1.796 -4.851 -0.829
S 2.190 -5.186 -2.572
O 0.972 -5.127 -3.360
O 3.135 -6.245 -2.786
C 3.126 -3.707 -2.826
H 3.885 -2.195 -1.369
H 2.127 -2.265 -1.741
H 2.641 -3.487 0.602
H 3.802 -4.499 -0.224
H 0.835 -4.343 -0.779
H 1.807 -5.835 -0.360
H 2.913 -3.204 -3.767
H 4.169 -4.020 -2.898
C -1.461 -5.732 0.851
C -1.182 -4.941 2.127
C -2.373 -4.088 2.511
S -3.191 -3.723 0.895
O -3.209 -2.312 0.474
O -4.441 -4.461 0.974
C -2.053 -4.662 -0.123
H -2.207 -6.511 0.998
H -0.491 -6.097 0.526
H -0.388 -4.207 1.954
H -0.870 -5.583 2.950
H -2.057 -3.139 2.941
H -3.147 -4.588 3.088
H -1.205 -3.981 -0.246
H -2.562 -4.849 -1.065
*
```

Question: Number 1 is which compound?
Answer: C26H58B2BrN5O12PS2

Question: The lowest calculated total energy belongs to which entry?
Answer: C26H58B2BrN5O12PS2

Question: Which value of calculated total energy does entry 2 give?
Answer: -133421.549 eV

Question: Among the records above, which one has the lowest calculated total energy?
Answer: C26H58B2BrN5O12PS2